# C43H105N3O11S8

A molecular structure, C43H105N3O11S8 in a non-equilibrium geometry (ωB97M-V/def2-TZVPD, OMol25).

```
! wB97M-V def2-TZVPD RIJCOSX def2/J DEFGRID3
* xyz 0 1
C 2.997 3.445 -2.520
S 1.463 4.392 -2.118
O 1.365 5.524 -3.059
C 0.253 3.064 -2.584
H 3.885 4.072 -2.442
H 2.839 3.023 -3.513
H 3.188 2.618 -1.835
H 0.520 2.100 -2.151
H 0.194 2.678 -3.602
H -0.780 3.341 -2.374
C -3.937 -0.297 3.299
S -2.421 -1.261 3.427
O -2.010 -1.241 4.927
C -1.293 -0.337 2.308
H -3.692 0.762 3.372
H -4.698 -0.581 4.025
H -4.243 -0.617 2.303
H -0.261 -0.658 2.456
H -1.273 0.751 2.370
H -1.434 -0.770 1.318
C -0.869 5.582 -2.166
S -2.107 5.034 -0.875
O -2.564 3.615 -1.088
C -0.971 4.847 0.580
H -0.126 4.787 -2.225
H -0.460 6.591 -2.100
H -1.297 5.588 -3.169
H -0.708 3.807 0.773
H -1.534 5.104 1.478
H -0.175 5.587 0.511
C 2.088 1.254 -4.578
S 3.961 1.048 -4.640
O 4.744 2.350 -4.812
C 4.211 0.821 -2.826
H 1.657 1.854 -5.379
H 1.828 1.750 -3.642
H 1.686 0.242 -4.542
H 5.261 0.661 -2.581
H 3.774 -0.117 -2.486
H 3.837 1.682 -2.272
C 2.522 3.790 -0.232
S 2.541 4.078 1.563
O 1.693 2.917 2.161
C 4.267 3.647 1.984
H 3.196 4.469 -0.754
H 1.545 4.076 -0.621
H 2.707 2.734 -0.430
H 4.394 2.599 1.711
H 4.462 3.864 3.034
H 4.852 4.322 1.360
C -0.122 2.259 2.708
S 0.281 2.108 4.497
O 1.771 1.971 4.617
C -0.426 0.368 4.910
H 0.464 1.543 2.131
H 0.270 3.233 2.418
H -1.194 2.248 2.515
H 0.132 -0.404 4.380
H -1.483 0.330 4.648
H -0.333 0.098 5.962
C 6.227 0.337 -1.330
S 4.454 0.656 -0.767
O 3.769 -0.585 -0.222
C 4.876 1.601 0.736
H 6.312 0.631 -2.376
H 6.476 -0.716 -1.203
H 6.935 0.843 -0.673
H 5.554 2.392 0.414
H 5.291 0.963 1.516
H 3.885 1.979 0.987
C 3.880 -0.925 3.429
S 3.382 -2.566 2.767
O 2.081 -3.053 3.389
C 3.122 -2.164 0.950
H 3.025 -0.263 3.292
H 4.642 -0.507 2.771
H 4.174 -1.064 4.469
H 3.996 -1.877 0.364
H 2.235 -1.543 0.826
H 2.980 -3.152 0.512
C -6.902 -0.316 -0.793
C -5.860 -0.455 0.448
C -5.604 -1.903 0.708
C -4.728 -2.654 -0.256
C -3.403 -1.862 -0.567
C -3.578 -0.319 -0.740
N -4.565 0.251 0.222
O -4.708 1.705 0.153
C -2.187 0.399 -0.641
C -4.070 -0.141 -2.256
C -6.632 0.204 1.677
H -7.959 -0.521 -0.624
H -6.726 -1.074 -1.556
H -6.803 0.695 -1.187
H -5.032 -1.854 1.634
H -6.546 -2.422 0.890
H -5.253 -2.797 -1.201
H -4.460 -3.645 0.110
H -3.044 -2.303 -1.497
H -2.677 -2.002 0.235
H -1.743 0.226 0.339
H -1.502 0.120 -1.442
H -2.431 1.457 -0.734
H -4.972 -0.690 -2.527
H -4.330 0.876 -2.550
H -3.304 -0.405 -2.984
H -6.063 0.135 2.604
H -7.651 -0.183 1.707
H -6.681 1.271 1.460
H -4.333 2.078 0.954
C 0.817 -3.908 -2.195
C 0.462 -4.364 -0.745
C 1.117 -3.258 0.157
C 0.658 -3.194 1.603
C -0.849 -3.065 1.613
C -1.666 -4.215 0.840
N -1.024 -4.354 -0.550
O -1.767 -5.203 -1.447
C -1.671 -5.535 1.601
C -3.148 -3.719 0.849
C 1.117 -5.684 -0.362
H 0.298 -3.043 -2.607
H 0.377 -4.557 -2.952
H 1.882 -3.756 -2.373
H 2.203 -3.177 0.130
H 0.775 -2.318 -0.275
H 1.088 -2.331 2.109
H 1.105 -4.043 2.120
H -0.949 -2.121 1.077
H -1.394 -2.817 2.524
H -0.686 -5.918 1.868
H -2.256 -5.484 2.519
H -2.191 -6.357 1.109
H -3.199 -2.776 0.306
H -3.648 -4.539 0.335
H -3.644 -3.573 1.809
H 0.560 -6.583 -0.627
H 1.304 -5.850 0.699
H 2.093 -5.814 -0.829
H -1.561 -6.124 -1.268
C 0.379 2.919 -0.379
C 0.798 1.456 -0.203
C -0.492 0.851 0.453
C -0.481 -0.676 0.287
C -0.356 -1.037 -1.186
C 1.047 -0.493 -1.834
N 1.201 0.963 -1.555
O 2.317 1.566 -2.173
C 2.244 -1.357 -1.244
C 0.896 -0.690 -3.422
C 1.918 1.278 0.899
H 1.234 3.533 -0.663
H -0.001 3.399 0.523
H -0.381 3.001 -1.156
H -0.655 1.129 1.494
H -1.368 1.238 -0.067
H -1.333 -1.217 0.698
H 0.370 -1.081 0.836
H -1.258 -0.654 -1.663
H -0.342 -2.124 -1.100
H 2.154 -1.198 -0.170
H 2.283 -2.413 -1.511
H 3.195 -0.945 -1.583
H 0.487 0.190 -3.918
H 1.874 -0.801 -3.890
H 0.256 -1.474 -3.826
H 1.950 2.100 1.614
H 2.858 1.402 0.362
H 1.986 0.281 1.335
H 3.025 1.333 -1.568
*
```

## Properties
- E: -5875.2297 Ha
- Maximum force: 17.0 eV/Å
- Orbital gap: 7.28 eV

Results of the Mulliken charge analysis, in e, for atoms 1 through 99:
1. C -0.540
2. S 0.900
3. O -0.946
4. C -0.650
5. H 0.172
6. H 0.692
7. H 1.005
8. H 0.699
9. H 0.416
10. H 1.204
11. C -1.320
12. S 0.775
13. O -0.829
14. C 0.674
15. H 0.403
16. H 0.720
17. H 0.021
18. H -1.216
19. H 0.478
20. H 0.318
21. C -0.245
22. S -0.081
23. O -0.223
24. C -0.644
25. H -0.828
26. H 0.418
27. H 0.444
28. H 0.571
29. H 0.499
30. H 0.357
31. C -1.356
32. S 0.029
33. O -0.641
34. C 0.230
35. H 0.538
36. H -0.124
37. H 0.477
38. H 0.585
39. H 0.438
40. H 0.225
41. C -0.323
42. S -0.296
43. O 0.198
44. C -1.045
45. H 1.021
46. H -0.436
47. H 1.014
48. H 0.140
49. H 0.573
50. H 0.446
51. C 0.115
52. S -0.040
53. O -0.641
54. C -0.547
55. H -1.264
56. H 0.457
57. H 1.185
58. H 0.086
59. H 0.233
60. H 0.598
61. C -1.199
62. S 1.076
63. O -1.125
64. C -1.248
65. H 0.359
66. H 0.454
67. H 0.428
68. H 1.111
69. H 0.850
70. H 0.317
71. C -0.155
72. S -0.042
73. O -0.538
74. C -0.401
75. H -0.196
76. H 0.062
77. H 0.499
78. H 0.625
79. H -0.048
80. H 0.628
81. C -1.579
82. C 1.143
83. C -1.253
84. C -0.767
85. C 0.097
86. C 0.774
87. N 1.353
88. O -0.548
89. C -0.532
90. C -1.899
91. C -1.769
92. H 0.425
93. H 0.300
94. H 0.333
95. H 0.596
96. H 0.520
97. H 0.689
98. H -0.247
99. H 0.578